(1)
C28H36Cl2F3FeN8O3S | the ωB97M-V functional and the def2-TZVPD basis

Geometry as XYZ:
```
82
C28H36Cl2F3FeN8O3S | OMol25 | the ωB97M-V functional and the def2-TZVPD basis
Fe -0.742 0.185 0.309
Cl -2.882 1.515 -0.055
Cl -0.667 0.072 2.507
S -3.574 -1.856 0.575
F -5.471 -3.502 -0.117
F -4.096 -2.971 -1.707
F -3.463 -4.326 -0.133
O -2.238 -1.615 0.091
O -4.535 -0.674 -0.074
O -3.912 -2.010 1.929
N 0.802 -2.537 -0.555
N -3.706 1.299 1.655
N -0.138 2.406 0.084
N 2.262 -1.622 1.045
N 1.069 -0.225 -0.413
N 0.744 -2.433 -1.943
N -0.939 4.084 1.700
N 4.210 -5.058 -3.886
C 1.109 2.859 -0.445
C 1.177 -4.967 -0.164
C -5.859 2.520 1.905
C 1.407 -1.462 0.047
C -0.067 -3.612 1.539
C 2.669 -0.494 1.880
C 4.423 1.892 -1.891
C 0.283 -3.783 0.066
C 0.399 4.269 2.356
C -0.507 -2.082 -2.576
C 3.367 4.042 -1.570
C -4.013 0.244 -0.879
C 3.114 -2.796 1.220
C 3.375 -4.699 -3.184
C 2.160 1.983 -0.876
C 2.061 -5.131 -1.147
C 2.335 -4.257 -2.292
C -1.090 2.946 0.679
C -4.219 -3.285 -0.426
C -1.564 5.378 1.281
C 2.151 0.559 -0.881
C 1.670 -3.150 -2.678
C 3.227 -0.112 -1.428
C -4.727 1.626 2.315
C 2.303 4.824 -1.257
C 1.174 4.206 -0.700
C 4.375 0.532 -1.905
C 3.314 2.632 -1.422
H 5.280 2.428 -2.274
H -2.507 5.172 0.781
H -0.692 -4.452 1.842
H 2.644 -6.044 -1.146
H 5.194 -0.054 -2.298
H -1.543 3.705 2.435
H -3.842 0.076 -1.939
H 2.312 5.889 -1.440
H 1.855 -2.737 -3.663
H 1.093 4.723 1.659
H -1.737 5.979 2.170
H 0.250 4.912 3.222
H -0.615 -2.690 1.725
H 2.818 -0.864 2.893
H 0.293 4.809 -0.521
H -0.342 -2.030 -3.651
H -0.839 -1.100 -2.231
H -5.734 2.914 0.895
H -5.960 3.349 2.608
H -3.633 2.521 -0.470
H 2.976 -3.217 2.215
H -2.267 1.646 -1.309
H -0.890 5.901 0.609
H 3.606 -0.075 1.507
H 4.152 -2.473 1.122
H 3.183 -1.191 -1.516
H -4.807 1.195 3.321
H 0.815 -3.620 2.177
H 1.897 0.267 1.891
H 0.760 3.292 2.668
H -6.794 1.960 1.953
H 1.087 -5.759 0.570
H 2.904 -3.547 0.469
H -1.289 -2.823 -2.388
H 4.263 4.478 -1.993
H -0.656 -3.950 -0.475
```

- Calculated total energy: -4633.12768 hartree
- Strongest force on any atom: 0.0349 hartree/bohr
- Multiplicity: 6
- Molecular weight: 748.5 g mol⁻¹
- Energy relative to the best compared isomer or geometry (same formula, charge and spin): 0.0 kcal/mol
- LUMO energy (spin up / spin down): -0.2417 / -0.2858 Eh
- Net charge: +2

Table of Löwdin atomic charges, one value per atom, all in e: number 1, Fe, carries 0.416; number 2, Cl, carries 0.876; number 3, Cl, carries 0.121; number 4, S, carries 0.762; number 5, F, carries 0.219; number 6, F, carries 0.176; number 7, F, carries 0.193; number 8, O, carries -0.327; number 9, O, carries -0.199; number 10, O, carries -0.146; number 11, N, carries 0.032; number 12, N, carries -0.170; number 13, N, carries 0.001; number 14, N, carries -0.081; number 15, N, carries -0.007; number 16, N, carries -0.119; number 17, N, carries -0.161; number 18, N, carries 0.183; number 19, C, carries -0.175; number 20, C, carries -0.048; number 21, C, carries -0.054; number 22, C, carries -0.366; number 23, C, carries -0.027; number 24, C, carries -0.027; number 25, C, carries -0.019; number 26, C, carries -0.284; number 27, C, carries 0.025; number 28, C, carries -0.016; number 29, C, carries -0.007; number 30, C, carries -0.217; number 31, C, carries 0.008; number 32, C, carries -0.197; number 33, C, carries -0.027; number 34, C, carries -0.045; number 35, C, carries -0.195; number 36, C, carries -0.226; number 37, C, carries -0.671; number 38, C, carries 0.013; number 39, C, carries -0.206; number 40, C, carries -0.027; number 41, C, carries -0.012; number 42, C, carries -0.265; number 43, C, carries -0.044; number 44, C, carries -0.049; number 45, C, carries -0.037; number 46, C, carries -0.138; number 47, H, carries 0.124; number 48, H, carries 0.099; number 49, H, carries 0.102; number 50, H, carries 0.126; number 51, H, carries 0.122; number 52, H, carries 0.161; number 53, H, carries 0.122; number 54, H, carries 0.120; number 55, H, carries 0.145; number 56, H, carries 0.088; number 57, H, carries 0.112; number 58, H, carries 0.113; number 59, H, carries 0.030; number 60, H, carries 0.107; number 61, H, carries 0.093; number 62, H, carries 0.106; number 63, H, carries 0.057; number 64, H, carries 0.064; number 65, H, carries 0.087; number 66, H, carries 0.062; number 67, H, carries 0.104; number 68, H, carries 0.026; number 69, H, carries 0.093; number 70, H, carries 0.108; number 71, H, carries 0.113; number 72, H, carries 0.108; number 73, H, carries 0.127; number 74, H, carries 0.077; number 75, H, carries 0.029; number 76, H, carries 0.105; number 77, H, carries 0.092; number 78, H, carries 0.126; number 79, H, carries 0.069; number 80, H, carries 0.085; number 81, H, carries 0.127; number 82, H, carries 0.133

(2)
C28H36Cl3GeN5ORu | the ωB97M-V functional and the def2-TZVPD basis

Geometry as XYZ:
```
75
C28H36Cl3GeN5ORu | OMol25 | the ωB97M-V functional and the def2-TZVPD basis
Ru 0.469 0.103 -0.009
Ge 2.959 -0.791 2.345
Cl 3.326 2.552 -4.464
Cl 3.009 -0.279 -4.063
Cl 1.968 3.255 -1.671
O -0.107 2.312 1.439
N 1.642 0.568 -1.539
N -0.875 -0.515 1.676
N 1.014 -1.956 -0.602
N -1.194 1.334 -1.302
N -1.570 -1.319 -0.858
C 2.017 -4.541 -0.612
C -2.140 -0.921 1.465
C 2.218 -2.512 2.819
C -1.799 0.662 -2.290
C 2.764 1.303 -3.495
C 4.742 -0.992 1.653
C -1.199 -0.859 4.024
C -1.295 -2.738 -0.771
C 0.185 -3.003 -0.640
C 3.048 0.284 3.949
C -1.739 -0.848 -2.228
C -1.910 3.380 -2.314
C 2.339 -2.192 -0.626
C 0.281 4.344 2.620
C -2.487 -1.305 3.798
C -1.261 2.673 -1.320
C 2.057 1.490 -2.223
C -2.516 2.679 -3.341
C -0.438 -0.472 2.938
C 1.957 0.251 0.967
C -2.963 -1.332 2.500
C -1.221 4.095 2.428
C 0.949 3.221 1.815
C 2.881 -3.455 -0.646
C -2.628 -0.894 0.045
C 0.658 -4.309 -0.616
C -2.467 1.296 -3.320
C -1.273 2.596 2.220
H 2.961 -1.309 -0.655
H -3.534 -1.505 -0.045
H -1.232 2.055 3.172
H 5.129 -0.027 1.320
H -2.951 0.704 -4.087
H 2.405 -5.552 -0.599
H -0.873 -1.194 -2.800
H -1.663 -3.248 -1.667
H 5.391 -1.372 2.445
H 2.761 -2.883 3.691
H -1.816 4.419 3.282
H 2.076 0.398 4.433
H -3.029 3.198 -4.141
H -2.142 2.247 1.660
H 0.587 5.328 2.270
H 1.164 -2.449 3.082
H -0.047 -5.131 -0.632
H -0.776 -0.806 5.018
H 3.954 -3.582 -0.677
H 1.421 3.566 0.896
H -2.902 0.130 -0.198
H 3.440 1.280 3.733
H -1.594 4.608 1.539
H 2.321 -3.243 2.017
H -1.917 4.461 -2.284
H -3.970 -1.662 2.275
H -0.773 3.176 -0.499
H 2.557 1.130 0.663
H 3.723 -0.196 4.662
H 4.786 -1.683 0.810
H 1.694 2.678 2.400
H 0.545 4.273 3.676
H 0.554 -0.086 3.070
H -3.114 -1.625 4.620
H -1.823 -3.190 0.070
H -2.636 -1.264 -2.706
```

- Calculated total energy: -4989.65133 hartree
- Strongest force on any atom: 0.0212 hartree/bohr
- Multiplicity: 2
- Molecular weight: 738.7 g mol⁻¹
- Energy relative to the best compared isomer or geometry (same formula, charge and spin): 34.1 kcal/mol
- LUMO energy (spin up / spin down): -0.1008 / -0.1039 Eh
- Net charge: +1

Table of Löwdin atomic charges, one value per atom, all in e: number 1, Ru, carries 1.195; number 2, Ge, carries 0.724; number 3, Cl, carries 0.662; number 4, Cl, carries 0.647; number 5, Cl, carries 0.545; number 6, O, carries -0.261; number 7, N, carries -0.135; number 8, N, carries 0.040; number 9, N, carries 0.040; number 10, N, carries 0.044; number 11, N, carries -0.221; number 12, C, carries -0.037; number 13, C, carries -0.244; number 14, C, carries -0.189; number 15, C, carries -0.269; number 16, C, carries -1.197; number 17, C, carries -0.201; number 18, C, carries -0.036; number 19, C, carries -0.110; number 20, C, carries -0.218; number 21, C, carries -0.212; number 22, C, carries -0.117; number 23, C, carries -0.037; number 24, C, carries -0.161; number 25, C, carries -0.132; number 26, C, carries -0.031; number 27, C, carries -0.141; number 28, C, carries -0.878; number 29, C, carries -0.035; number 30, C, carries -0.161; number 31, C, carries -0.349; number 32, C, carries -0.001; number 33, C, carries -0.145; number 34, C, carries -0.182; number 35, C, carries -0.047; number 36, C, carries -0.127; number 37, C, carries -0.006; number 38, C, carries -0.008; number 39, C, carries -0.201; number 40, H, carries 0.084; number 41, H, carries 0.137; number 42, H, carries 0.117; number 43, H, carries 0.036; number 44, H, carries 0.122; number 45, H, carries 0.121; number 46, H, carries 0.138; number 47, H, carries 0.140; number 48, H, carries 0.036; number 49, H, carries 0.036; number 50, H, carries 0.120; number 51, H, carries 0.014; number 52, H, carries 0.118; number 53, H, carries 0.121; number 54, H, carries 0.116; number 55, H, carries 0.006; number 56, H, carries 0.127; number 57, H, carries 0.121; number 58, H, carries 0.119; number 59, H, carries 0.060; number 60, H, carries 0.123; number 61, H, carries 0.027; number 62, H, carries 0.114; number 63, H, carries 0.008; number 64, H, carries 0.116; number 65, H, carries 0.123; number 66, H, carries 0.078; number 67, H, carries 0.011; number 68, H, carries 0.034; number 69, H, carries 0.008; number 70, H, carries 0.102; number 71, H, carries 0.114; number 72, H, carries 0.050; number 73, H, carries 0.120; number 74, H, carries 0.138; number 75, H, carries 0.134

(3)
C28H36CsGeN2O8 | the ωB97M-V functional and the def2-TZVPD basis

Geometry as XYZ:
```
76
C28H36CsGeN2O8 | OMol25 | the ωB97M-V functional and the def2-TZVPD basis
Cs 0.225 0.412 1.501
Ge -0.902 -2.202 -2.117
O 1.441 2.011 2.810
O -1.163 0.058 -0.523
O 3.847 3.643 2.590
O 2.845 7.824 3.527
O 1.483 7.785 1.136
O 6.186 1.858 2.853
O 2.249 -0.757 2.224
O 5.178 -0.921 2.545
N 2.549 6.012 2.021
N -0.426 3.521 0.235
C -3.152 -5.115 -1.155
C 3.485 6.878 2.706
C -3.462 -1.272 2.448
C 0.629 -5.063 -5.723
C 0.506 4.289 0.812
C 0.696 -3.857 -4.799
C -1.247 5.455 -0.912
C -3.271 -4.870 -2.653
C 0.605 5.658 0.580
C 1.598 6.561 1.266
C 3.823 2.404 2.668
C -3.451 0.046 2.883
C -1.280 4.105 -0.602
C -2.586 0.435 3.899
C 0.830 -3.074 -2.363
C -1.752 -1.816 4.049
C -1.836 -2.973 -0.591
C 4.507 0.096 2.599
C 2.634 1.571 2.714
C -2.613 -2.203 3.031
C -1.737 -0.497 4.482
C 3.027 0.194 2.498
C -0.289 6.244 -0.303
C 0.166 0.691 -2.381
C 0.823 -4.256 -3.335
C 5.025 1.512 2.735
C -0.650 -0.289 -1.567
C -1.917 -4.502 -0.501
H -1.019 -4.966 -0.923
H -1.049 -0.189 5.258
H -0.518 1.212 -3.057
H -1.966 5.875 -1.603
H -1.078 -2.536 4.495
H -2.615 -3.229 2.684
H 0.911 0.178 -2.990
H -2.372 -5.199 -3.181
H -2.827 -2.519 -0.520
H 4.117 7.383 1.963
H -1.916 -4.789 0.554
H -1.282 -2.582 0.267
H 2.258 8.312 2.927
H -1.719 -2.195 -3.430
H -0.223 -5.698 -5.473
H -4.125 -1.571 1.646
H 2.648 5.009 2.207
H 1.147 -3.392 -1.367
H 1.528 -5.675 -5.639
H 1.550 -3.227 -5.067
H -4.044 -4.723 -0.654
H -4.102 0.776 2.420
H 0.017 -4.953 -3.085
H -3.149 -6.192 -0.963
H -2.024 3.455 -1.050
H 0.642 1.437 -1.739
H -4.117 -5.413 -3.077
H -3.413 -3.814 -2.884
H 1.563 -2.328 -2.683
H -0.193 -3.236 -4.941
H 4.098 6.238 3.336
H 1.158 3.772 1.511
H -0.222 7.311 -0.473
H 1.750 -4.827 -3.210
H -2.561 1.466 4.225
H 0.526 -4.768 -6.768
```

- Calculated total energy: -3897.08372 hartree
- Strongest force on any atom: 0.0480 hartree/bohr
- Molecular weight: 734.1 g mol⁻¹
- Energy relative to the best compared isomer or geometry (same formula, charge and spin): 44.0 kcal/mol
- LUMO energy (spin up / spin down): 0.0585 / 0.0585 Eh
- Net charge: -1

Table of Löwdin atomic charges, one value per atom, all in e: number 1, Cs, carries 1.666; number 2, Ge, carries 0.972; number 3, O, carries -0.409; number 4, O, carries -0.368; number 5, O, carries 0.013; number 6, O, carries -0.051; number 7, O, carries 0.014; number 8, O, carries 0.079; number 9, O, carries -0.336; number 10, O, carries 0.067; number 11, N, carries 0.113; number 12, N, carries 0.055; number 13, C, carries -0.270; number 14, C, carries -0.238; number 15, C, carries -0.100; number 16, C, carries -0.117; number 17, C, carries -0.054; number 18, C, carries -0.292; number 19, C, carries -0.063; number 20, C, carries -0.118; number 21, C, carries -0.091; number 22, C, carries -0.431; number 23, C, carries -0.292; number 24, C, carries -0.098; number 25, C, carries -0.157; number 26, C, carries -0.111; number 27, C, carries -0.298; number 28, C, carries -0.092; number 29, C, carries -0.307; number 30, C, carries -0.301; number 31, C, carries -0.413; number 32, C, carries -0.100; number 33, C, carries -0.107; number 34, C, carries -0.395; number 35, C, carries -0.012; number 36, C, carries -0.051; number 37, C, carries -0.302; number 38, C, carries -0.288; number 39, C, carries -0.555; number 40, C, carries -0.273; number 41, H, carries 0.094; number 42, H, carries 0.112; number 43, H, carries 0.089; number 44, H, carries 0.097; number 45, H, carries 0.108; number 46, H, carries 0.096; number 47, H, carries 0.067; number 48, H, carries 0.061; number 49, H, carries 0.071; number 50, H, carries 0.128; number 51, H, carries 0.099; number 52, H, carries 0.059; number 53, H, carries 0.063; number 54, H, carries -0.008; number 55, H, carries 0.068; number 56, H, carries 0.098; number 57, H, carries 0.094; number 58, H, carries 0.078; number 59, H, carries 0.072; number 60, H, carries 0.111; number 61, H, carries 0.105; number 62, H, carries 0.104; number 63, H, carries 0.083; number 64, H, carries 0.103; number 65, H, carries 0.102; number 66, H, carries 0.077; number 67, H, carries 0.069; number 68, H, carries 0.045; number 69, H, carries 0.066; number 70, H, carries 0.081; number 71, H, carries 0.125; number 72, H, carries 0.090; number 73, H, carries 0.116; number 74, H, carries 0.113; number 75, H, carries 0.109; number 76, H, carries 0.067